No. 1
# C8H15NO4S

2 unconnected molecules or ions with the total composition C8H15NO4S in a non-equilibrium geometry (wB97M-V/def2-TZVPD, the OMol25 dataset).

Its highest occupied orbital energy is -9.099 eV. The molecular weight is 221.278 g mol⁻¹. The value obtained for the LUMO energy is 0.6210 eV. The total energy comes out at -1067.67644 hartree. For the energy relative to the best compared isomer or geometry (same formula, charge and spin), the calculation gives 46.7 kcal/mol. For the HOMO-LUMO gap, the calculation gives 9.720 eV.

Cartesian coordinates (Å):
1 C 3.349 2.819 0.067
2 C -0.573 1.233 0.370
3 C -0.243 2.584 -0.292
4 C -1.242 2.969 -1.456
5 C -0.602 -1.768 1.060
6 C 0.862 -2.044 -1.061
7 C 1.823 -1.435 1.179
8 C 0.593 -1.301 0.164
9 N 0.437 0.296 -0.124
10 O 3.039 2.436 1.122
11 O 3.748 3.286 -0.890
12 O 2.639 0.471 -1.184
13 O 1.054 2.468 -0.953
14 S 1.254 0.837 -1.439
15 H -0.480 1.370 1.537
16 H -1.543 1.076 -0.018
17 H -0.261 3.474 0.336
18 H -1.592 1.989 -1.841
19 H -0.730 3.582 -2.246
20 H -2.150 3.472 -1.155
21 H -0.923 -0.959 1.651
22 H -1.340 -2.149 0.303
23 H -0.239 -2.583 1.718
24 H 0.164 -1.731 -1.906
25 H 0.981 -3.107 -0.847
26 H 1.783 -1.701 -1.539
27 H 1.531 -1.174 2.146
28 H 2.034 -2.495 1.195
29 H 2.676 -1.019 0.736

Atoms 1-6, force components in eV/Å:
-0.27 -0.51 2.52
1.79 0.92 2.03
-0.03 1.37 -2.29
0.59 -1.26 -0.16
0.65 -1.41 -3.00
-0.21 0.57 -2.81

No. 2
# C8H15NOS2

A single C8H15NOS2 molecule in a non-equilibrium geometry (wB97M-V/def2-TZVPD, the OMol25 dataset).

Its highest occupied orbital energy (spin up / spin down) is -7.881 / -8.370 eV. The molecular weight is 205.348 g mol⁻¹. The value obtained for the LUMO energy (spin up / spin down) is -0.3143 / -0.6395 eV. The total energy comes out at -1239.97190 hartree. For the energy relative to the best compared isomer or geometry (same formula, charge and spin), the calculation gives 165.4 kcal/mol. For the HOMO-LUMO gap (spin up / spin down), the calculation gives 7.566 / 7.731 eV. As for the SMILES: CSC(SC)=C(N=O)C(C)(C)C.

Cartesian coordinates (Å):
1 C 0.734 -3.671 0.883
2 S 0.107 -2.572 -0.478
3 C -0.372 -1.099 0.293
4 S 0.449 -0.490 1.784
5 C 2.220 -0.865 1.569
6 C -0.069 0.177 -0.847
7 N 0.803 -0.099 -1.659
8 O 1.505 -1.056 -2.040
9 C -0.871 1.413 -0.625
10 C -1.270 1.827 -2.091
11 C -0.116 2.519 0.082
12 C -2.114 1.016 0.266
13 H 0.212 -4.653 0.923
14 H 0.479 -3.126 1.741
15 H 1.902 -3.555 0.890
16 H 2.320 -1.219 0.542
17 H 2.636 -1.729 2.127
18 H 2.716 0.079 1.843
19 H -0.633 2.440 -2.747
20 H -2.116 2.541 -1.915
21 H -1.624 0.887 -2.504
22 H -0.641 3.464 0.116
23 H 0.228 2.236 1.151
24 H 0.735 2.729 -0.553
25 H -2.665 0.118 -0.135
26 H -1.822 0.711 1.242
27 H -2.733 1.977 0.143

Atoms 1-6, force components in eV/Å:
1.79 0.82 -0.94
-0.51 -0.45 0.94
2.31 1.42 -1.46
-0.57 -1.07 0.18
0.03 -0.62 0.01
-1.49 -2.69 3.37

No. 3
# C8H15NS

2 unconnected molecules or ions with the total composition C8H15NS in a non-equilibrium geometry (wB97M-V/def2-TZVPD, the OMol25 dataset).

Its highest occupied orbital energy is -8.294 eV. The molecular weight is 157.282 g mol⁻¹. The value obtained for the LUMO energy is 0.2719 eV. The total energy comes out at -766.55767 hartree. For the energy relative to the best compared isomer or geometry (same formula, charge and spin), the calculation gives 90.9 kcal/mol. For the HOMO-LUMO gap, the calculation gives 8.566 eV.

Cartesian coordinates (Å):
1 C 1.526 1.631 -3.494
2 C 0.904 0.950 -2.517
3 C -2.648 0.258 -1.503
4 C -0.670 -0.852 1.633
5 C 1.604 -1.743 1.136
6 C 1.391 0.513 2.141
7 C 0.604 -0.129 -0.241
8 C 0.736 -0.439 1.145
9 N -3.858 0.584 -1.359
10 S 1.330 1.228 -0.808
11 H 1.211 1.476 -4.500
12 H 2.277 2.189 -3.245
13 H 0.207 0.181 -2.701
14 H -2.233 -0.838 -1.297
15 H -1.246 0.074 1.890
16 H -1.291 -1.240 0.786
17 H -0.692 -1.476 2.469
18 H 2.355 -1.823 2.030
19 H 1.039 -2.628 1.232
20 H 2.114 -1.781 0.067
21 H 2.244 0.993 1.714
22 H 0.758 1.279 2.538
23 H 1.830 0.011 2.964
24 H -1.961 0.873 -2.000
25 H -4.408 -0.020 -0.891

Atoms 1-6, force components in eV/Å:
-4.69 -4.03 0.36
1.72 1.84 -0.87
-0.79 -3.84 0.47
-1.63 2.40 -1.88
2.78 0.49 -1.20
0.08 0.34 -0.50

No. 4
# C8H16

2 unconnected molecules or ions with the total composition C8H16 in a non-equilibrium geometry (wB97M-V/def2-TZVPD, the OMol25 dataset).

Its highest occupied orbital energy is -9.513 eV. The molecular weight is 112.216 g mol⁻¹. The value obtained for the LUMO energy is 1.0693 eV. The total energy comes out at -314.34726 hartree. For the energy relative to the best compared isomer or geometry (same formula, charge and spin), the calculation gives 29.7 kcal/mol. For the HOMO-LUMO gap, the calculation gives 10.583 eV. As for the SMILES: C=CCC.C=CCC.

Cartesian coordinates (Å):
1 C 1.300 3.372 -2.273
2 C 1.521 2.073 -2.018
3 C 1.075 1.017 -3.012
4 C 0.112 -0.034 -2.378
5 H 1.588 4.086 -1.494
6 H 0.784 3.763 -3.157
7 H 1.954 1.723 -1.071
8 H 1.974 0.592 -3.498
9 H 0.472 1.514 -3.796
10 H -0.458 -0.606 -3.128
11 H -0.601 0.489 -1.718
12 H 0.701 -0.741 -1.769
13 C 0.002 0.078 2.537
14 C -0.663 -0.634 1.612
15 C -1.442 -1.899 1.915
16 C -1.224 -2.624 3.248
17 H 0.571 0.979 2.279
18 H 0.020 -0.254 3.582
19 H -0.605 -0.274 0.576
20 H -1.156 -2.556 1.071
21 H -2.506 -1.625 1.783
22 H -0.139 -2.812 3.307
23 H -1.750 -3.593 3.275
24 H -1.528 -2.034 4.128

Atoms 1-6, force components in eV/Å:
0.33 -0.35 1.26
-0.84 0.37 -0.95
-0.67 0.05 -0.11
0.79 0.05 0.13
-0.11 -0.01 -0.48
0.33 -0.38 0.28

No. 5
# C8H16AsClCoF6N2O3

A molecular structure, C8H16AsClCoF6N2O3 (wB97M-V/def2-TZVPD, the OMol25 dataset).

The multiplicity is 6. Its highest occupied orbital energy (spin up / spin down) is -17.075 / -17.041 eV. The molecular weight is 471.523 g mol⁻¹. The value obtained for the LUMO energy (spin up / spin down) is -6.5471 / -11.0919 eV. Its expectation value of S² is 8.771. The total energy comes out at -5327.02278 hartree. For the energy relative to the best compared isomer or geometry (same formula, charge and spin), the calculation gives 6.4 kcal/mol. For the HOMO-LUMO gap (spin up / spin down), the calculation gives 10.528 / 5.949 eV. As for the total charge: +2.

Cartesian coordinates (Å):
1 Co -0.186 -1.235 -1.400
2 C 4.312 -2.370 -0.747
3 N 3.474 -1.752 0.291
4 C 4.082 -1.603 1.620
5 C 2.234 -1.427 0.058
6 O 1.686 -1.600 -1.072
7 C 1.397 -0.835 1.178
8 O 0.047 -0.696 0.704
9 C -0.685 0.440 1.145
10 C -0.718 1.450 0.011
11 O -0.083 1.302 -0.999
12 N -1.572 2.601 0.112
13 C -2.290 2.925 1.318
14 C -1.810 3.378 -1.072
15 H 5.203 -1.761 -0.884
16 H 3.762 -2.436 -1.678
17 H 4.603 -3.366 -0.416
18 H 5.161 -1.625 1.500
19 H 3.787 -2.425 2.273
20 H 3.817 -0.649 2.073
21 H 1.804 0.134 1.474
22 H 1.392 -1.497 2.046
23 H -0.252 0.869 2.051
24 H -1.700 0.105 1.358
25 H -2.376 2.069 1.979
26 H -3.276 3.304 1.050
27 H -1.744 3.734 1.825
28 H -0.972 3.304 -1.758
29 H -2.049 4.402 -0.789
30 H -2.699 2.938 -1.557
31 F -1.766 -0.271 -1.939
32 As -3.540 -0.701 -1.314
33 F -3.489 -1.950 -2.467
34 F -4.079 0.446 -2.434
35 F -5.011 -1.085 -0.613
36 F -3.220 0.620 -0.184
37 F -2.586 -1.700 -0.233
38 Cl -0.657 -3.038 -2.509

Atoms 1-6, force components in eV/Å:
-0.09 0.20 0.66
0.00 -0.01 0.00
-0.01 0.01 0.02
-0.01 0.00 0.01
-0.03 0.03 0.01
0.00 -0.01 -0.11

No. 6
# C8H16BBrCaF9IMgNO11PS3

A molecular structure, C8H16BBrCaF9IMgNO11PS3 in a non-equilibrium geometry (wB97M-V/def2-TZVPD, the OMol25 dataset).

Its highest occupied orbital energy is -7.387 eV. The molecular weight is 882.372 g mol⁻¹. The value obtained for the LUMO energy is -5.2927 eV. The total energy comes out at -7405.34029 hartree. For the HOMO-LUMO gap, the calculation gives 2.095 eV.

Cartesian coordinates (Å):
1 C 4.633 1.760 0.416
2 C 3.922 1.247 -0.896
3 B 2.333 1.141 -0.772
4 O 1.564 2.347 -1.014
5 C 1.532 -0.231 -0.435
6 C 2.133 -0.909 0.896
7 O 1.178 -0.941 1.993
8 O 1.044 -2.227 2.399
9 O 2.074 -1.152 -1.482
10 S 0.891 -1.547 -2.594
11 O 1.258 -1.480 -4.030
12 O 0.369 -2.934 -2.402
13 O -0.200 -0.314 -2.162
14 C -0.014 -0.318 -0.704
15 C -1.040 0.468 0.226
16 I -2.175 -1.050 1.350
17 C -2.163 1.279 -0.584
18 C -3.011 2.215 0.374
19 H 4.294 2.768 0.780
20 H 5.724 1.886 0.159
21 H 4.604 1.032 1.266
22 H 4.123 2.025 -1.700
23 H 4.408 0.301 -1.257
24 H 1.854 2.609 -1.906
25 H 2.989 -0.252 1.233
26 H 2.583 -1.916 0.688
27 H 0.614 -2.171 3.285
28 H -0.231 -1.408 -0.469
29 H -0.556 1.175 0.945
30 H -1.724 1.843 -1.492
31 H -2.924 0.480 -0.966
32 H -3.199 1.734 1.370
33 H -2.391 3.138 0.556
34 H -4.011 2.443 -0.086
35 F 7.245 -2.023 0.321
36 P 5.903 -2.317 1.194
37 F 5.343 -3.053 -0.151
38 F 5.450 -1.447 2.498
39 F 5.330 -0.948 0.506
40 F 7.063 -2.927 2.159
41 F 4.952 -3.492 1.811
42 Ca -2.624 0.857 -2.958
43 F 1.700 0.610 3.659
44 N -7.301 1.291 -0.565
45 S -7.247 0.055 0.408
46 O -5.997 -0.665 0.477
47 O -8.443 -0.723 0.557
48 F -7.215 0.854 1.816
49 S -7.269 0.861 -2.079
50 O -6.988 1.959 -2.972
51 O -8.272 -0.062 -2.532
52 F -5.916 0.004 -2.198
53 Mg -5.475 1.811 3.003
54 Br -0.725 -3.687 2.057

Atoms 1-6, force components in eV/Å:
0.87 0.32 0.23
-0.26 0.07 -0.69
0.31 1.84 0.01
0.15 -2.30 -0.64
0.39 -0.19 0.50
0.71 0.88 -0.24